a) # C2H3ClFI

C2H3ClFI in the gas phase (ωB97M-V/def2-TZVPD, the Open Molecules 2025 dataset).

XYZ file:
```
8
Properties=species:S:1:pos:R:3:lowdin_charge:R:1
F -0.689 0.116 2.154 -0.13
C -0.579 0.409 0.767 -0.87
Cl -0.292 2.144 0.718 0.64
C 0.521 -0.413 0.121 -0.64
I -0.198 -2.395 -0.368 0.74
H -1.771 0.210 0.310 0.17
H 0.701 -0.124 -0.932 0.03
H 1.327 -0.752 0.853 0.07
```

Its SMILES is F[C@@H](Cl)CI. The HOMO energy comes out at -0.363 Ha. As for the spin multiplicity: 1. The total charge is 0. For the orbital gap, the calculation gives 9.929 eV.

---

b) # C2H3ClFI

2 unconnected molecules or ions with the total composition C2H3ClFI (ωB97M-V/def2-TZVPD, the Open Molecules 2025 dataset).

XYZ file:
```
8
Properties=species:S:1:pos:R:3:lowdin_charge:R:1
C 1.139 1.056 0.848 0.08
C -1.019 -0.756 -0.753 -1.20
F -1.950 0.008 -1.225 -0.07
Cl -0.019 -1.390 -2.076 0.54
I -1.662 -2.213 0.730 0.73
H 0.452 0.607 0.082 -0.06
H 0.984 2.086 1.152 -0.02
H 2.074 0.604 1.242 0.00
```

The HOMO energy (alpha / beta) comes out at -0.328 / -0.326 Ha. As for the spin multiplicity: 1. The total charge is 0. For the orbital gap (alpha / beta), the calculation gives 8.694 / 7.536 eV.

---

a) takes first place; second place is 3.511 eV up.

---

a) # C2H3ClFI

C2H3ClFI in the gas phase (ωB97M-V/def2-TZVPD, the Open Molecules 2025 dataset).

XYZ file:
```
8
Properties=species:S:1:pos:R:3:lowdin_charge:R:1
C -0.250 -0.174 0.019 -0.22
C -1.532 -0.808 -0.332 -1.38
F -1.683 -1.097 -1.618 -0.11
Cl -1.563 -2.401 0.495 0.59
I -3.230 0.468 0.048 0.84
H -0.111 -0.169 1.192 0.13
H 0.696 -0.545 -0.591 0.14
H -0.372 0.802 -0.320 0.01
```

Its SMILES is C[C@@](F)(Cl)I. The HOMO energy comes out at -0.367 Ha. As for the spin multiplicity: 1. The total charge is 0. For the orbital gap, the calculation gives 9.984 eV.

---

b) # C2H3ClFI

2 unconnected molecules or ions with the total composition C2H3ClFI (ωB97M-V/def2-TZVPD, the Open Molecules 2025 dataset).

XYZ file:
```
8
Properties=species:S:1:pos:R:3:lowdin_charge:R:1
C -0.737 -0.468 0.133 -0.12
C 0.107 0.681 -0.236 -0.82
F 0.232 0.943 -1.533 0.05
Cl 0.320 2.019 0.757 0.80
I 2.945 -0.898 0.240 -0.19
H -1.796 -0.221 -0.014 0.11
H -0.500 -1.311 -0.515 0.09
H -0.572 -0.745 1.167 0.09
```

The HOMO energy comes out at -0.309 Ha. As for the spin multiplicity: 1. The total charge is 0. For the orbital gap, the calculation gives 5.972 eV.

---

a) takes first place; second place is 1.293 eV up.